# C3H8NO2

An isolated ion of composition C3H8NO2 and charge -1 in a non-equilibrium geometry (ωB97M-V/def2-TZVPD, OMol25).

Atoms and positions in Å:
H -0.953 -1.097 0.427
H 1.380 -1.117 -1.275
N 0.562 -0.813 -0.785
H 0.410 -2.007 1.002
H -1.310 -0.331 -1.427
C 0.133 -1.039 0.570
O -0.747 0.423 2.311
O 0.040 1.239 -1.891
H 0.664 0.962 0.733
H -1.398 0.964 1.838
C -0.258 -0.031 -1.768
H -0.170 -0.611 -2.731
H 1.211 0.132 2.189
C 0.396 0.193 1.460

HOMO energy = -2.36 eV
total charge = -1
M = 90.10 g/mol
SMILES string = [O-]CNCCO
strongest force on any atom = 1.31 eV/A
DFT total energy = -324.2907 Eh
orbital gap = 6.376 eV